# 1
Formula: C38H46CoN11OPS
Source: OMol25
Level of theory: wB97M-V/def2-TZVPD

The calculation puts the HOMO energy (alpha / beta) at -12.67 / -12.68 eV. The calculation puts the calculated total energy at -4275.26747 Eh. Its expectation value of S² is 0.766. As for the spin multiplicity: 2. As for the frontier orbital gap (alpha / beta): 0.282 / 0.282 Ha. The calculation puts the relative energy (zero: lowest compared OMol25 entry of this formula, charge and spin) at 0.0 kcal per mole. Its charge is +2. The LUMO energy (alpha / beta) comes out at -5.00 / -5.00 eV.

Last column: Mulliken charge in e.
Positions of all 99 atoms, in Å:
Co  -0.486  0.569  1.156  -0.263
C  -0.943  5.420  2.627  -0.948
C  0.407  5.631  2.865  -0.700
C  1.231  4.539  3.087  -0.874
C  0.661  3.269  3.050  0.477
N  -0.621  3.059  2.775  -0.040
C  -1.408  4.113  2.585  -0.049
C  1.433  2.038  3.355  0.439
C  2.536  2.061  4.206  -0.917
C  3.183  0.875  4.494  -1.249
C  2.703  -0.308  3.957  -0.923
C  1.590  -0.255  3.131  0.441
N  0.987  0.899  2.822  1.008
C  0.908  -1.476  2.617  0.084
C  1.321  -2.761  2.931  -0.344
C  0.540  -3.838  2.539  -1.060
C  -0.651  -3.594  1.877  -1.091
C  -0.991  -2.284  1.592  -0.592
N  -0.215  -1.249  1.919  1.624
H  -1.622  6.248  2.481  0.465
H  0.812  6.634  2.883  0.466
H  2.286  4.672  3.278  0.471
H  -2.454  3.905  2.386  0.450
H  2.861  2.987  4.659  0.570
H  4.037  0.865  5.157  0.486
H  3.179  -1.246  4.199  0.511
H  2.230  -2.926  3.489  0.520
H  0.846  -4.849  2.771  0.481
H  -1.316  -4.392  1.579  0.547
H  -1.911  -2.051  1.072  0.529
N  -3.189  1.593  -0.151  0.459
C  -2.096  2.351  -0.519  -0.031
C  -2.324  3.405  -1.418  -0.972
C  -1.292  4.254  -1.729  -1.149
C  -0.043  4.040  -1.145  -1.324
C  0.113  2.954  -0.324  -0.605
N  -0.886  2.097  -0.024  2.174
C  -3.368  0.862  1.000  0.297
C  -4.670  0.462  1.341  -1.069
C  -4.887  -0.112  2.566  -0.569
C  -3.814  -0.269  3.449  -1.021
C  -2.568  0.089  3.015  -0.663
N  -2.326  0.608  1.785  1.146
H  -4.035  1.804  -0.654  0.333
H  -3.320  3.570  -1.808  0.569
H  -1.458  5.090  -2.395  0.513
H  0.790  4.701  -1.330  0.824
H  1.064  2.725  0.136  0.240
H  -5.482  0.639  0.649  0.523
H  -5.885  -0.416  2.852  0.469
H  -3.947  -0.671  4.442  0.539
H  -1.693  -0.026  3.640  0.393
C  3.934  0.946  0.845  -0.475
N  3.618  0.729  -0.556  0.371
C  4.788  0.425  -1.375  -1.187
P  2.147  0.205  -1.090  -1.982
O  1.156  0.289  0.037  1.269
N  2.194  -1.347  -1.634  0.721
C  2.347  -1.796  -3.009  -0.978
C  2.113  -2.424  -0.662  -0.362
N  1.900  1.079  -2.463  0.358
C  2.525  2.367  -2.741  -1.100
C  0.673  0.896  -3.228  -0.646
H  4.563  1.833  0.953  0.394
H  4.475  0.093  1.268  0.296
H  3.019  1.094  1.408  -0.342
H  5.469  1.278  -1.389  0.384
H  4.498  0.209  -2.403  0.353
H  5.326  -0.443  -0.981  0.330
H  2.543  -0.958  -3.673  0.357
H  1.444  -2.311  -3.352  0.153
H  3.185  -2.492  -3.081  0.411
H  2.319  -2.050  0.338  -0.004
H  2.858  -3.188  -0.895  0.612
H  1.121  -2.891  -0.657  -0.297
H  3.365  2.549  -2.076  0.290
H  1.802  3.177  -2.629  0.356
H  2.888  2.378  -3.771  0.359
H  0.230  -0.076  -3.030  0.014
H  0.893  0.979  -4.295  0.439
H  -0.062  1.667  -2.960  0.086
N  -2.799  -0.308  -3.460  -0.337
C  -2.360  -1.433  -2.834  -0.105
S  -1.515  -1.301  -1.390  0.130
N  -2.682  -2.578  -3.454  0.057
C  -2.456  -3.939  -3.095  0.241
C  -3.353  -4.860  -3.627  -0.695
C  -3.199  -6.211  -3.372  -0.644
C  -2.147  -6.653  -2.582  -0.630
C  -1.251  -5.731  -2.066  -0.635
C  -1.390  -4.372  -2.317  0.647
H  -2.410  0.557  -3.129  0.151
H  -3.107  -0.334  -4.420  0.221
H  -3.281  -2.485  -4.262  0.260
H  -4.179  -4.520  -4.242  0.355
H  -3.903  -6.917  -3.790  0.385
H  -2.022  -7.708  -2.383  0.413
H  -0.416  -6.070  -1.467  0.431
H  -0.676  -3.666  -1.926  -0.020

---

# 2
Formula: C38H46N6OP2PtS
Source: OMol25
Level of theory: wB97M-V/def2-TZVPD

The calculation puts the HOMO energy (alpha / beta) at -17.76 / -18.35 eV. The calculation puts the calculated total energy at -3078.06386 Eh. Its expectation value of S² is 6.078. As for the spin multiplicity: 5. As for the frontier orbital gap (alpha / beta): 0.219 / 0.107 Ha. The calculation puts the relative energy (zero: lowest compared OMol25 entry of this formula, charge and spin) at 46.6 kcal per mole. Its charge is +4. The LUMO energy (alpha / beta) comes out at -11.80 / -15.43 eV.

Last column: Mulliken charge in e.
Positions of all 95 atoms, in Å:
Pt  0.477  -0.092  -0.249  0.726
C  2.582  -2.956  1.845  -1.063
C  2.463  -3.066  0.333  0.240
C  2.711  -4.544  -0.252  -1.087
P  0.947  -2.350  -0.401  0.742
C  0.950  -2.760  -2.215  0.418
C  -0.043  -3.887  -2.634  -1.446
C  0.753  -1.523  -3.041  -1.352
C  -0.425  -2.933  0.494  0.212
C  -0.599  -4.177  0.999  -0.253
C  -1.840  -4.680  1.354  0.058
C  -1.981  -6.110  1.535  -1.600
C  -2.900  -3.768  1.456  -0.935
C  -2.837  -2.474  0.941  0.175
C  -1.595  -2.083  0.384  -1.064
N  -1.396  -0.934  -0.247  1.065
C  -2.372  -0.234  -1.000  0.469
C  -3.521  -0.893  -1.521  -0.492
C  -4.472  -0.245  -2.313  -1.179
C  -4.304  1.086  -2.631  0.205
C  -5.292  1.863  -3.427  -1.651
C  -3.167  1.720  -2.152  -0.007
C  -2.207  1.176  -1.364  -0.603
P  -0.729  2.095  -0.625  0.383
C  -1.426  2.982  0.865  0.619
C  -2.839  3.657  0.456  -1.376
C  -0.462  3.930  1.648  -1.690
C  -0.290  3.260  -1.998  0.248
C  0.514  2.587  -3.133  -1.258
C  0.185  4.645  -1.536  -1.108
H  3.589  -3.208  2.202  0.539
H  1.849  -3.549  2.429  0.222
H  2.400  -1.898  2.096  0.069
H  3.233  -2.453  -0.116  0.477
H  1.741  -5.123  -0.258  0.167
H  3.305  -5.078  0.459  0.472
H  3.136  -4.599  -1.224  0.426
H  1.940  -3.093  -2.356  0.684
H  -1.070  -3.616  -2.515  0.296
H  -0.008  -4.754  -1.979  0.368
H  0.082  -4.209  -3.645  0.485
H  -0.225  -1.056  -2.820  0.248
H  0.884  -1.837  -4.065  0.634
H  1.532  -0.741  -2.812  0.143
H  0.233  -4.910  1.132  0.531
H  -2.998  -6.429  1.744  0.425
H  -1.344  -6.387  2.357  0.413
H  -1.530  -6.665  0.685  0.376
H  -3.896  -3.991  1.962  0.429
H  -3.682  -1.810  1.103  0.659
H  -3.674  -1.928  -1.296  0.643
H  -5.359  -0.799  -2.693  0.449
H  -4.983  2.921  -3.617  0.370
H  -6.246  1.919  -2.912  0.391
H  -5.525  1.383  -4.400  0.391
H  -3.053  2.775  -2.384  0.090
H  -1.678  2.122  1.497  0.411
H  -2.764  4.061  -0.536  0.325
H  -3.116  4.417  1.204  0.477
H  -3.605  2.889  0.505  0.359
H  -0.709  4.934  1.516  0.557
H  0.579  3.755  1.403  0.185
H  -0.559  3.662  2.672  0.443
H  -1.247  3.503  -2.509  0.653
H  1.368  2.033  -2.718  0.119
H  0.946  3.409  -3.751  0.478
H  -0.132  1.929  -3.764  0.243
H  0.031  5.352  -2.334  0.589
H  1.997  5.382  -0.726  0.236
H  -0.414  5.038  -0.700  0.169
S  4.538  3.456  4.897  0.490
N  3.205  2.579  5.025  -0.514
C  3.031  1.891  3.917  0.676
C  1.820  1.142  3.630  0.698
C  0.787  0.901  4.539  -0.846
C  -0.231  0.127  4.123  -1.257
C  -0.311  -0.195  2.785  0.007
N  0.572  0.155  1.899  0.299
C  1.708  0.786  2.276  -0.877
C  2.716  1.045  1.262  -0.337
N  2.420  0.647  0.017  0.760
C  3.354  0.939  -0.998  -0.223
C  4.604  1.553  -0.715  -1.060
C  4.871  1.915  0.552  -0.673
C  3.925  1.601  1.527  1.154
C  4.070  2.139  3.004  0.593
N  5.009  2.962  3.396  -0.561
H  0.903  1.364  5.473  0.738
H  -0.996  -0.106  4.824  0.554
H  -1.152  -0.778  2.344  0.201
H  3.046  0.837  -2.071  0.298
H  5.242  1.823  -1.557  0.519
H  5.640  2.599  0.878  0.595
O  1.809  3.425  -0.444  0.033
N  1.513  4.549  -0.988  -0.300

---

# 3
Formula: C38H47MgN3O2Se
Source: OMol25
Level of theory: wB97M-V/def2-TZVPD

The calculation puts the HOMO energy at -7.30 eV. The calculation puts the calculated total energy at -4392.62547 Eh. As for the frontier orbital gap: 0.244 Ha. Its charge is 0. The LUMO energy comes out at -0.65 eV.

Last column: Mulliken charge in e.
Positions of all 92 atoms, in Å:
Mg  -1.278  1.331  -1.560  0.533
C  1.776  -5.775  -1.863  -1.683
C  0.963  -5.114  -0.738  1.881
C  1.736  -5.240  0.585  -1.581
C  -0.361  -5.867  -0.592  -1.891
C  0.745  -3.637  -1.062  -0.795
C  -0.509  -3.064  -1.206  0.029
C  -0.631  -1.709  -1.471  -0.622
Se  -2.418  -0.966  -1.530  -0.032
C  -2.662  -0.660  0.366  -0.353
C  -3.079  -1.737  1.135  -0.038
C  -3.176  -1.614  2.511  -0.651
C  -2.847  -0.372  3.048  0.018
C  -2.435  0.736  2.316  -0.603
C  -2.348  0.611  0.906  1.805
O  -1.962  1.597  0.110  -1.274
C  -2.093  2.007  3.122  2.124
C  -1.608  3.205  2.296  -1.959
C  -3.346  2.465  3.895  -1.640
C  -0.973  1.673  4.125  -1.683
C  -3.601  -2.758  3.431  1.883
C  -3.898  -4.038  2.647  -1.981
C  -4.869  -2.357  4.203  -1.670
C  -2.473  -3.058  4.432  -1.561
C  0.478  -0.846  -1.641  1.656
O  0.290  0.443  -1.878  -1.025
C  1.763  -1.429  -1.504  -0.388
C  1.837  -2.789  -1.218  0.078
C  3.105  -0.677  -1.629  2.133
C  3.944  -1.322  -2.750  -1.782
C  2.997  0.819  -1.957  -1.999
C  3.867  -0.790  -0.295  -1.762
H  1.944  -6.834  -1.642  0.461
H  2.752  -5.297  -1.986  0.302
H  1.244  -5.702  -2.816  0.351
H  1.901  -6.294  0.832  0.470
H  1.175  -4.778  1.402  0.296
H  2.712  -4.750  0.528  0.306
H  -0.157  -6.915  -0.359  0.439
H  -0.947  -5.837  -1.516  0.381
H  -0.970  -5.456  0.219  0.182
H  -1.410  -3.652  -1.093  0.418
H  -3.304  -2.672  0.639  0.425
H  -2.912  -0.259  4.126  0.253
H  -2.365  3.544  1.589  0.280
H  -0.704  2.974  1.734  0.291
H  -1.387  4.023  2.990  0.529
H  -4.154  2.712  3.200  0.362
H  -3.117  3.357  4.488  0.459
H  -3.713  1.694  4.577  0.276
H  -0.071  1.351  3.597  0.367
H  -1.259  0.877  4.817  0.302
H  -0.725  2.559  4.718  0.466
H  -4.715  -3.895  1.935  0.375
H  -4.194  -4.827  3.342  0.449
H  -3.017  -4.387  2.099  0.196
H  -5.688  -2.143  3.511  0.357
H  -4.701  -1.464  4.812  0.297
H  -5.183  -3.167  4.870  0.460
H  -1.560  -3.347  3.905  0.293
H  -2.762  -3.876  5.099  0.468
H  -2.242  -2.185  5.050  0.303
H  2.827  -3.221  -1.108  0.245
H  3.421  -1.250  -3.708  0.359
H  4.144  -2.378  -2.557  0.317
H  4.907  -0.809  -2.843  0.463
H  2.521  0.977  -2.928  0.310
H  4.011  1.229  -1.994  0.573
H  2.427  1.365  -1.205  0.337
H  4.063  -1.829  -0.019  0.327
H  3.291  -0.331  0.513  0.370
H  4.830  -0.275  -0.368  0.467
N  6.117  8.011  -5.046  -0.479
C  5.177  7.473  -4.656  0.047
C  3.998  6.799  -4.165  0.424
C  3.921  5.410  -4.191  -1.189
C  2.792  4.766  -3.723  -0.261
C  1.726  5.505  -3.225  1.847
C  1.801  6.890  -3.192  -0.454
C  2.931  7.534  -3.662  -1.110
N  0.561  4.840  -2.736  0.264
C  -0.548  5.427  -2.134  -0.144
C  -1.386  4.415  -1.813  -0.855
N  -0.822  3.213  -2.220  -0.486
C  0.339  3.506  -2.761  0.294
H  4.752  4.834  -4.576  0.453
H  2.762  3.685  -3.741  0.213
H  0.983  7.482  -2.805  0.300
H  2.988  8.614  -3.637  0.449
H  -0.639  6.485  -1.969  0.363
H  -2.333  4.449  -1.299  0.500
H  1.034  2.766  -3.131  0.072